# 1
55
Properties=species:S:1:pos:R:3:nbo_charge:R:1 method="wB97M-V/def2-TZVPD" total_charge=-1 de_lowest_kcal_mol=11.4 spin_multiplicity=1 max_force_ev_per_a=0.57 homo_energy_ev=-5.66 energy_ev=-63149.5904 orbital_gap_ev=8.149
Li -1.169 -1.424 -0.214 0.8220
F 1.597 -3.137 -1.818 -0.3845
C 1.705 -3.081 -0.443 0.3239
C 0.640 -2.676 0.318 -0.5372
C 0.895 -2.692 1.669 0.3325
F -0.071 -2.314 2.558 -0.3533
C 2.105 -3.049 2.240 0.2125
F 2.307 -3.031 3.575 -0.3197
C 3.146 -3.428 1.413 0.2455
F 4.335 -3.785 1.934 -0.3138
C 2.947 -3.449 0.046 0.2127
F 3.962 -3.825 -0.762 -0.3211
F -4.194 -3.912 0.467 -0.6303
Te -4.157 -2.189 -0.258 3.4099
F -5.588 -1.907 0.928 -0.6226
F -5.461 -2.732 -1.485 -0.6328
F -3.132 -1.522 1.190 -0.6527
F -4.505 -0.405 -0.745 -0.6408
O -2.699 -2.425 -1.272 -1.1833
C -2.584 1.963 2.467 -0.4215
N -1.192 2.274 2.212 -0.4666
C -0.966 3.678 1.910 -0.4109
C -0.467 1.329 1.478 0.6167
N -0.999 0.337 0.871 -0.8108
N 0.897 1.560 1.457 -0.4568
C 1.560 1.942 2.694 -0.4067
C 1.726 0.705 0.622 -0.3993
H -2.956 2.642 3.235 0.1982
H -2.681 0.942 2.832 0.2324
H -3.219 2.078 1.577 0.1823
H -1.646 4.025 1.120 0.1785
H 0.055 3.828 1.572 0.2213
H -1.139 4.291 2.798 0.1902
H -2.011 0.441 0.864 0.3639
H 0.918 2.569 3.306 0.2121
H 2.472 2.493 2.457 0.1909
H 1.837 1.056 3.278 0.1908
H 2.028 -0.205 1.146 0.1929
H 2.618 1.266 0.334 0.1863
H 1.182 0.409 -0.269 0.2313
N 0.630 -1.158 -3.719 -0.5376
C -0.433 -1.407 -2.898 0.2535
N -0.834 -0.358 -2.239 -0.5136
C 0.028 0.659 -2.628 0.1443
C 0.081 1.988 -2.213 -0.2113
C 1.087 2.786 -2.724 -0.2439
C 2.027 2.280 -3.634 -0.2230
C 1.987 0.965 -4.060 -0.2430
C 0.971 0.168 -3.541 0.0889
H 1.184 -1.866 -4.163 0.4215
H -0.872 -2.388 -2.805 0.2387
H -0.640 2.359 -1.496 0.2218
H 1.160 3.821 -2.414 0.2057
H 2.806 2.933 -4.008 0.2049
H 2.718 0.576 -4.758 0.2108

=====

# 2
34
Properties=species:S:1:pos:R:3:nbo_charge:R:1 method="wB97M-V/def2-TZVPD" total_charge=+2 spin_multiplicity=5 max_force_ev_per_a=2.36 homo_energy_ev="-16.13 / -16.44" energy_ev=-31707.4505 orbital_gap_ev="8.213 / 6.482"
C -3.408 -0.307 0.983 -0.5076
C -3.827 0.923 0.186 -0.6192
H -3.643 -1.226 0.442 0.2582
H -3.881 -0.326 1.964 0.2821
H -2.321 -0.378 1.274 0.0711
H -3.157 1.033 -0.675 0.1931
H -4.866 0.845 -0.155 0.2774
H -3.799 1.836 0.786 0.2270
C 0.094 -2.708 0.750 0.0883
C 1.050 -3.719 0.787 -0.1967
C 2.259 -3.549 0.103 -0.0885
C 2.459 -2.368 -0.597 -0.1714
H -0.894 -2.783 1.206 0.2311
H 0.828 -4.616 1.365 0.2728
H 3.014 -4.330 0.150 0.2711
H 3.361 -2.161 -1.162 0.2478
N 0.359 -1.508 0.183 -0.5458
C 1.517 -1.327 -0.507 0.1742
C 1.751 0.036 -0.948 0.1907
N 0.802 0.933 -0.512 -0.5171
C 0.917 2.229 -0.921 0.0931
C 3.078 1.833 -1.903 -0.0661
C 2.058 2.710 -1.538 -0.2114
H 0.079 2.893 -0.731 0.2390
H 2.101 3.783 -1.701 0.2729
C 2.895 0.480 -1.636 -0.1810
H 3.621 -0.285 -1.899 0.2547
H 3.985 2.214 -2.364 0.2724
Os -0.818 0.255 0.552 1.5034
C -1.286 2.118 0.958 -0.9095
H -1.646 2.421 -0.047 0.2339
H -0.410 2.703 1.295 0.2681
H -2.128 2.350 1.622 0.2874
Cl -0.147 -0.002 2.693 -0.1957

=====

# 3
13
Properties=species:S:1:pos:R:3:nbo_charge:R:1 method="wB97M-V/def2-TZVPD" total_charge=+2 de_lowest_kcal_mol=5.2 spin_multiplicity=6 max_force_ev_per_a=13.57 homo_energy_ev="-18.78 / -18.78" energy_ev=-45174.2411 orbital_gap_ev="8.484 / 6.630"
Mn 0.339 -0.696 0.146 1.2128
O -1.458 4.761 -1.106 -0.4357
C -0.886 4.123 -0.384 0.4395
C 2.208 -1.355 0.030 0.4105
O 3.211 -1.575 -0.565 -0.2302
C -1.158 -1.587 0.563 0.3843
O -2.232 -2.030 0.360 -0.1915
C 0.185 -0.202 -1.622 0.3987
O 0.120 0.053 -2.740 -0.1868
N 0.495 0.036 1.956 -1.2164
H 0.777 -0.765 2.665 0.4636
H -0.352 0.506 2.272 0.4457
H 1.341 0.903 2.336 0.5055

=====

# 4
95
Properties=species:S:1:pos:R:3:lowdin_charge:R:1 method="wB97M-V/def2-TZVPD" total_charge=-1 de_lowest_kcal_mol=115.1 spin_multiplicity=3 max_force_ev_per_a=4.42 homo_energy_ev="-3.48 / -4.99" energy_ev=-156484.0970 orbital_gap_ev="4.888 / 6.385"
Ti -0.511 1.792 0.768 0.8071
C -3.084 0.893 2.483 -0.1781
N -2.176 1.955 2.221 -0.0829
C -2.507 3.205 2.587 -0.0845
C -1.811 4.277 2.034 -0.3091
C -1.920 5.738 2.099 -0.0274
C -0.957 6.241 1.174 -0.0991
C -0.412 5.111 0.518 -0.1484
N -0.861 3.890 1.029 -0.0397
C -2.982 0.254 3.914 -0.1804
C -4.154 -0.138 4.494 -0.0520
C -4.102 -0.701 5.771 -0.0930
C -2.914 -0.783 6.451 -0.1196
C -1.706 -0.524 5.817 -0.0701
C -1.744 -0.035 4.501 -0.0387
H -2.824 0.050 1.860 0.1058
H -4.077 1.255 2.306 0.1082
H -3.354 3.402 3.269 0.1432
H -2.443 6.327 2.808 0.0754
H -0.908 7.270 0.884 0.0761
H 0.228 5.029 -0.376 0.0910
H -5.109 0.120 4.070 0.1089
H -4.972 -1.177 6.252 0.1096
H -2.892 -1.158 7.459 0.0938
H -0.794 -0.656 6.384 0.0954
H -0.871 0.108 3.935 0.0711
B 0.347 -6.785 -3.803 -0.4740
N 1.168 -5.447 -3.843 -0.1151
C 1.860 -5.063 -2.742 -0.1647
C 2.801 -4.164 -3.124 -0.1427
C 2.660 -4.006 -4.505 -0.1977
N 1.650 -4.819 -4.946 0.0350
N -0.977 -6.521 -3.054 -0.1009
C -2.210 -6.759 -3.539 -0.1454
C -3.081 -7.072 -2.500 -0.1177
C -2.248 -7.087 -1.346 -0.1850
N -0.979 -6.705 -1.683 0.0237
H 0.058 -6.985 -5.012 0.0636
H 1.068 -7.579 -3.311 0.0464
H 1.565 -5.461 -1.779 0.0996
H 3.453 -3.585 -2.504 0.0673
H 3.358 -3.482 -5.181 0.0816
H -2.360 -6.603 -4.624 0.1157
H -4.114 -7.406 -2.588 0.0694
H -2.448 -7.332 -0.262 0.0945
Se -2.840 0.973 -1.480 1.0035
N -2.286 -0.441 -2.496 -0.2610
C -1.388 -1.170 -1.829 -0.3567
C -1.030 -2.582 -2.090 0.0205
C -0.477 -3.281 -1.058 -0.0798
C -0.142 -2.643 0.159 -0.1503
N -0.415 -1.391 0.439 0.1020
C -0.943 -0.663 -0.558 -0.4261
N -1.466 0.566 -0.254 -0.4478
H -1.083 -3.115 -3.054 0.1207
H -0.279 -4.379 -1.071 0.0812
H 0.290 -3.217 0.963 0.0966
C 2.469 1.092 4.378 -0.1858
P 1.438 2.193 3.419 0.7299
C 0.266 2.903 4.609 -0.1693
C 2.437 3.419 2.500 -0.1341
O 0.658 1.237 2.357 -0.4949
H 3.342 1.555 4.772 0.0316
H 2.788 0.173 3.785 0.0899
H 1.964 0.565 5.240 0.0731
H 0.638 2.864 5.657 0.0604
H -0.680 2.302 4.623 0.0423
H -0.012 3.980 4.359 0.0729
H 3.491 3.443 2.880 0.0729
H 1.954 4.420 2.567 0.0649
H 2.381 3.144 1.493 0.0040
N 0.724 2.209 -0.442 -0.0436
C 1.336 2.106 -1.572 -0.3025
C 2.705 1.558 -1.622 -0.1921
C 3.245 0.894 -0.533 -0.0381
C 4.635 0.674 -0.380 -0.0851
C 5.489 1.155 -1.368 -0.1216
C 4.977 1.834 -2.463 -0.1018
C 3.598 2.043 -2.597 -0.0344
C 0.657 2.505 -2.824 -0.1627
C 0.704 1.594 -3.942 -0.0331
C -0.046 1.773 -5.075 -0.1086
C -0.813 2.894 -5.249 -0.0982
C -0.817 3.887 -4.237 -0.0783
C -0.236 3.583 -2.989 -0.0458
H 2.525 0.675 0.378 0.1319
H 5.023 0.286 0.564 0.0949
H 6.548 0.958 -1.312 0.0904
H 5.690 2.266 -3.228 0.1153
H 3.200 2.502 -3.575 0.1379
H 1.316 0.727 -3.823 0.1115
H -0.129 0.950 -5.750 0.1026
H -1.352 3.092 -6.216 0.1128
H -1.315 4.835 -4.343 0.0863
H -0.451 4.174 -2.075 0.0854

=====

# 5
75
Properties=species:S:1:pos:R:3:lowdin_charge:R:1 method="wB97M-V/def2-TZVPD" total_charge=0 de_lowest_kcal_mol=32.1 spin_multiplicity=1 max_force_ev_per_a=3.00 homo_energy_ev=-9.09 energy_ev=-35279.4941 orbital_gap_ev=9.502
C 17.846 9.945 9.327 -0.0201
C 16.478 10.155 8.568 -0.4740
C 15.609 11.186 9.374 -0.0163
C 16.857 10.767 7.241 -0.1421
C 17.422 9.763 6.233 -0.1937
C 16.455 8.666 6.094 -0.1510
C 16.081 7.844 7.400 -0.4206
C 14.852 6.984 7.095 -0.0208
C 17.377 7.030 7.754 -0.0146
N 15.776 8.878 8.442 -0.1380
O 15.439 8.355 9.684 -0.0159
H 18.545 9.382 8.709 0.0599
H 18.311 10.903 9.561 0.0857
H 17.804 9.433 10.289 0.0764
H 15.509 10.786 10.383 0.0776
H 16.054 12.180 9.413 0.0938
H 14.575 11.229 9.030 0.0664
H 15.988 11.333 6.903 0.1206
H 17.601 11.546 7.403 0.1219
H 17.590 10.312 5.306 0.1209
H 18.408 9.408 6.534 0.1042
H 16.915 8.021 5.346 0.1223
H 15.593 9.060 5.555 0.1082
H 14.465 6.541 8.013 0.0805
H 15.061 6.117 6.468 0.0878
H 14.061 7.544 6.596 0.0774
H 17.613 6.185 7.107 0.0874
H 17.205 6.702 8.779 0.0743
H 18.337 7.545 7.760 0.0645
H 16.282 7.980 9.949 0.0788
C 10.552 8.932 8.909 -0.0480
C 12.022 8.411 9.046 -0.2927
O 12.878 9.476 8.759 -0.1099
H 10.357 9.194 7.869 0.0815
H 10.409 9.709 9.661 0.0664
H 9.925 8.110 9.255 0.0508
H 12.094 7.616 8.303 0.1048
H 12.232 7.980 10.024 0.0874
H 13.818 9.286 8.790 0.0391
C 10.449 6.559 11.676 -0.0983
C 10.957 5.539 12.658 -0.3179
O 10.921 6.061 13.987 -0.0781
H 10.255 6.260 10.645 0.0727
H 11.118 7.418 11.724 0.0471
H 9.480 6.919 12.020 0.0822
H 11.990 5.285 12.421 0.1011
H 10.447 4.589 12.502 0.1073
H 11.580 6.757 14.027 0.0250
C 12.822 12.820 11.366 -0.0720
C 11.842 11.600 11.277 -0.2818
O 12.429 10.398 11.702 -0.0802
H 12.307 13.766 11.195 0.0654
H 13.637 12.909 10.648 0.0495
H 13.216 12.979 12.370 0.0690
H 11.473 11.563 10.252 0.0970
H 11.017 11.864 11.938 0.1140
H 12.923 10.035 10.964 0.0585
C 12.701 10.723 5.619 -0.1775
O 12.334 11.497 6.720 -0.1173
H 12.377 9.697 5.788 0.0738
H 12.309 11.102 4.676 0.0795
H 13.783 10.692 5.490 0.0545
H 12.317 10.866 7.443 0.0213
C 7.230 8.920 8.308 -0.1469
O 7.461 7.495 8.331 -0.1421
H 7.733 9.352 7.443 0.0803
H 6.182 9.204 8.403 0.0748
H 7.708 9.239 9.234 0.0630
H 6.942 7.116 9.044 0.0700
C 13.907 7.923 13.267 -0.1438
O 12.595 8.237 13.699 -0.1229
H 14.568 8.788 13.223 0.0790
H 14.480 7.161 13.797 0.0864
H 13.881 7.611 12.223 0.0636
H 12.442 9.137 13.402 0.0625

=====

# 6
26
Properties=species:S:1:pos:R:3:nbo_charge:R:1 method="wB97M-V/def2-TZVPD" total_charge=+1 de_lowest_kcal_mol=39.9 spin_multiplicity=1 max_force_ev_per_a=4.85 homo_energy_ev=-13.37 energy_ev=-19937.9621 orbital_gap_ev=10.178
C -1.504 -0.002 1.955 -1.1493
Si -1.236 0.868 0.363 1.8495
C -2.454 0.551 -1.016 -1.1758
C -1.030 2.765 0.602 -1.0957
O 0.464 0.359 0.228 -0.9125
C 1.282 0.047 -0.965 0.5333
N 2.537 -0.555 -0.245 -0.5468
C 2.314 -2.003 -0.360 -0.2569
C 0.808 -2.112 -0.862 -0.0856
O 0.739 -0.948 -1.679 -0.4721
H -1.330 0.613 2.794 0.2599
H -2.525 -0.209 1.931 0.2431
H -0.927 -0.915 2.206 0.2496
H -3.100 -0.332 -0.629 0.2527
H -3.173 1.325 -1.233 0.2730
H -2.128 0.254 -2.012 0.2687
H -1.223 2.962 1.661 0.2450
H 0.035 3.005 0.395 0.2380
H -1.675 3.348 0.077 0.2370
H 1.571 0.962 -1.544 0.2155
H 2.505 -0.233 0.712 0.4535
H 3.475 -0.185 -0.562 0.4482
H 2.635 -2.385 0.609 0.2389
H 3.007 -2.383 -1.038 0.2271
H 0.716 -2.960 -1.433 0.2359
H 0.218 -1.837 0.045 0.2260

=====

# 7
110
Properties=species:S:1:pos:R:3:lowdin_charge:R:1 method="wB97M-V/def2-TZVPD" total_charge=-2 de_lowest_kcal_mol=43.7 spin_multiplicity=1 max_force_ev_per_a=2.97 homo_energy_ev=-1.38 energy_ev=-171402.7335 orbital_gap_ev=4.900
In -8.271 -19.294 -2.123 0.9392
C -0.314 -23.433 0.913 -0.0438
C -1.593 -24.069 0.207 -0.5332
C -1.174 -24.587 -1.188 -0.0778
C -2.114 -25.278 1.017 -0.0748
C -2.671 -22.981 0.061 -0.2113
C -3.867 -22.920 0.755 -0.1254
C -4.746 -21.857 0.578 -0.6305
Br -6.174 -21.755 1.739 0.8660
C -4.568 -20.851 -0.415 -0.4472
O -5.418 -19.986 -0.747 -0.1099
C -3.228 -20.837 -1.024 -0.0674
C -2.348 -21.878 -0.759 -0.0253
C -2.931 -19.804 -2.146 -0.5606
C -3.752 -20.260 -3.303 -0.0567
C -3.249 -18.388 -1.778 -0.0585
C -1.461 -19.902 -2.565 -0.0916
H 0.404 -24.174 1.184 0.0449
H -0.701 -23.115 1.884 0.0790
H 0.121 -22.617 0.332 0.0734
H -0.479 -25.405 -1.130 0.0521
H -0.764 -23.776 -1.825 0.0733
H -2.065 -25.078 -1.730 0.1077
H -1.232 -25.882 1.393 0.0849
H -2.780 -25.911 0.428 0.0800
H -2.572 -24.909 1.932 0.0623
H -4.183 -23.663 1.463 0.0679
H -1.435 -21.862 -1.299 0.0635
H -4.795 -20.019 -3.168 0.0577
H -3.708 -21.356 -3.536 0.1134
H -3.431 -19.729 -4.215 0.0863
H -4.295 -18.456 -1.442 0.0694
H -3.206 -17.729 -2.615 0.0627
H -2.601 -18.013 -0.979 0.0908
H -1.146 -20.762 -3.213 0.0889
H -0.819 -19.910 -1.690 0.0693
H -1.160 -19.019 -3.150 0.0748
Cl -13.983 -26.068 -0.003 0.6350
C -14.155 -24.743 -1.112 -0.6485
C -14.421 -24.795 -2.488 -0.0929
C -14.128 -23.668 -3.333 -0.0490
C -13.621 -22.517 -2.687 -0.1218
N -13.208 -22.548 -1.408 0.0718
C -13.505 -23.569 -0.642 -0.2083
H -14.819 -25.690 -2.992 0.1021
H -14.382 -23.673 -4.418 0.1074
H -13.317 -21.668 -3.288 0.1065
H -13.183 -23.467 0.407 0.1085
C -9.270 -23.844 -1.185 -0.1203
S -8.584 -22.520 -2.268 0.4434
O -9.137 -22.825 -3.557 -0.3301
O -7.150 -22.485 -2.060 -0.3190
O -9.101 -21.200 -1.706 -0.4396
H -9.506 -24.707 -1.794 0.0399
H -10.191 -23.557 -0.654 0.0432
H -8.473 -24.088 -0.453 0.0622
O -8.042 -19.862 -5.988 0.0551
N -8.117 -19.712 -4.773 -0.4969
O -9.280 -19.796 -4.172 -0.0927
O -7.119 -19.489 -4.037 -0.0578
C -7.313 -16.312 -5.211 -0.1840
Si -7.649 -15.918 -3.383 0.3674
C -6.007 -16.075 -2.601 -0.1968
C -8.087 -14.079 -3.384 -0.2026
C -8.982 -17.078 -2.689 -0.4152
Si -10.433 -16.422 -1.711 0.3710
C -11.338 -15.377 -2.944 -0.1997
C -10.231 -15.454 -0.057 -0.1709
C -11.674 -17.775 -1.347 -0.1876
H -6.410 -15.776 -5.570 0.0284
H -8.241 -15.938 -5.756 0.0445
H -7.135 -17.338 -5.545 0.0068
H -5.499 -16.955 -3.034 0.0332
H -6.074 -16.115 -1.540 -0.0054
H -5.309 -15.184 -2.883 0.0714
H -7.233 -13.604 -3.882 0.0184
H -8.409 -13.599 -2.452 0.0269
H -8.928 -13.875 -4.072 0.0156
H -9.503 -17.435 -3.645 0.0105
H -10.709 -14.574 -3.133 -0.0377
H -12.286 -14.971 -2.493 0.0454
H -11.532 -15.847 -3.893 0.0317
H -10.825 -14.572 0.010 -0.0087
H -9.176 -15.156 0.173 0.0266
H -10.570 -16.149 0.765 0.0421
H -12.529 -17.181 -0.912 0.0390
H -11.304 -18.581 -0.685 0.0048
H -11.999 -18.193 -2.330 0.0425
C -9.820 -22.398 2.716 -0.0920
N -10.400 -21.101 2.316 -0.2785
C -11.199 -20.322 3.245 -0.1124
C -9.909 -20.536 1.074 -0.1558
C -8.821 -19.472 1.276 -0.2502
C -8.313 -19.190 2.528 -0.1231
C -7.508 -18.089 2.699 -0.1315
C -7.197 -17.247 1.666 -0.1201
C -7.635 -17.554 0.405 -0.1766
C -8.349 -18.716 0.189 -0.1278
H -10.487 -23.198 2.514 0.0463
H -9.525 -22.405 3.801 0.0817
H -8.863 -22.544 2.201 0.0231
H -12.271 -20.498 3.106 0.0574
H -11.030 -19.248 3.237 0.0719
H -11.007 -20.743 4.270 0.0794
H -10.790 -20.065 0.565 0.1145
H -9.425 -21.292 0.429 0.0924
H -8.460 -19.834 3.463 0.1288
H -7.183 -17.905 3.723 0.0917
H -6.530 -16.380 1.827 0.1041
H -7.358 -16.860 -0.434 0.0674